Below is a structure of composition C18H24BMoN8S3, with properties calculated with ωB97M-V/def2-TZVPD.

Element x y z (Å)
Mo (-0.672, 0.245, -0.116)
C (3.374, -0.324, -1.447)
C (2.179, 0.370, -1.405)
N (1.362, -0.121, -0.450)
N (2.041, -1.162, 0.141)
C (3.258, -1.290, -0.477)
B (1.607, -1.782, 1.393)
N (-1.108, -1.595, -0.621)
C (-1.461, -2.815, -1.021)
C (-2.846, -2.937, -0.857)
C (-3.302, -1.718, -0.345)
N (-2.248, -0.910, -0.215)
N (0.750, -0.997, 2.291)
C (0.795, -0.993, 3.649)
C (-0.109, -0.080, 4.138)
C (-0.700, 0.465, 3.012)
N (-0.177, -0.054, 1.882)
N (2.015, -3.100, 1.760)
C (1.650, -3.929, 2.780)
C (2.385, -5.090, 2.661)
C (3.207, -4.888, 1.497)
N (3.001, -3.728, 0.959)
H (4.220, -0.150, -2.092)
H (1.862, 1.217, -1.992)
H (3.950, -2.054, -0.165)
H (-0.743, -3.524, -1.403)
H (-3.449, -3.804, -1.089)
H (-4.302, -1.406, -0.082)
H (1.492, -1.618, 4.187)
H (-0.308, 0.158, 5.171)
H (-1.492, 1.197, 2.974)
H (0.884, -3.685, 3.498)
H (2.348, -5.955, 3.307)
H (3.927, -5.571, 1.069)
C (-0.125, 3.711, -2.992)
C (-0.301, 2.292, -3.502)
S (-1.192, 1.100, -2.433)
C (-2.826, 1.850, -2.190)
C (-2.926, 2.779, -0.996)
S (-2.135, 2.119, 0.517)
C (-0.456, 2.809, 0.593)
C (-0.068, 4.102, -0.156)
S (1.005, 3.880, -1.589)
H (-1.070, 4.215, -2.796)
H (0.338, 4.275, -3.807)
H (0.648, 1.807, -3.729)
H (-0.892, 2.269, -4.423)
H (-3.515, 1.011, -2.098)
H (-3.089, 2.378, -3.110)
H (-3.967, 2.932, -0.706)
H (-2.490, 3.760, -1.171)
H (0.302, 2.055, 0.195)
H (-0.225, 2.867, 1.657)
H (0.524, 4.694, 0.544)
H (-0.930, 4.723, -0.396)

Values from the calculation:
- Calculated total energy: -65971.469 eV
- Energy relative to the best compared isomer or geometry (same formula, charge and spin): 0.00 kJ/mol
- Total charge: +4
- Gap between HOMO and LUMO (spin up / spin down): 5.483 / 2.673 eV
- Molar mass: 555.40 g mol⁻¹
- 2S+1: 2

---

Below is a structure of composition C18H24Br3CaCl6F3I2LiN3O8P, with properties calculated with ωB97M-V/def2-TZVPD.

Element x y z (Å)
C (-1.964, 0.230, -5.351)
C (-1.825, 0.514, -4.042)
C (-0.520, 0.945, -3.392)
C (0.389, 1.192, -4.521)
N (1.097, 1.447, -5.377)
C (0.093, -0.301, -2.559)
C (-0.909, -1.375, -2.580)
N (-1.770, -2.132, -2.523)
C (0.492, -0.039, -1.103)
I (-0.590, -1.037, 0.432)
C (1.515, 0.721, -0.715)
C (1.947, 0.983, 0.689)
I (2.785, 1.591, -2.145)
N (-0.622, 2.228, -2.602)
C (-1.791, 2.310, -1.819)
O (-2.815, 2.818, -2.135)
F (-1.653, 1.772, -0.620)
C (-0.538, 3.381, -3.466)
O (0.319, 4.187, -3.382)
F (-1.460, 3.483, -4.416)
H (-1.598, 0.880, -6.134)
H (-2.434, -0.699, -5.658)
H (-2.746, 0.447, -3.442)
H (0.940, -0.711, -3.110)
H (1.113, 1.008, 1.378)
H (2.433, 1.953, 0.735)
H (2.703, 0.249, 0.962)
Cl (-1.500, 5.707, -1.219)
C (-2.896, 5.724, -0.102)
C (-3.107, 7.136, 0.354)
Cl (-1.694, 7.652, 1.313)
H (-2.662, 5.055, 0.722)
H (-3.764, 5.333, -0.629)
H (-3.996, 7.200, 0.979)
H (-3.219, 7.831, -0.474)
Li (0.407, 7.240, -0.500)
C (2.331, -6.159, 1.054)
O (2.378, -4.856, 0.454)
P (3.350, -4.614, -0.783)
O (3.427, -5.725, -1.733)
O (4.689, -4.085, -0.186)
C (5.549, -4.994, 0.573)
O (2.745, -3.260, -1.358)
C (2.480, -3.137, -2.746)
H (1.379, -6.251, 1.573)
H (2.405, -6.943, 0.301)
H (3.137, -6.263, 1.778)
H (5.421, -6.024, 0.229)
H (5.309, -4.909, 1.626)
H (6.576, -4.686, 0.434)
H (1.461, -2.751, -2.868)
H (2.554, -4.095, -3.259)
H (3.185, -2.432, -3.189)
F (7.371, -4.486, 2.306)
C (-6.304, 7.276, 3.516)
Cl (-5.662, 5.764, 2.821)
Cl (-7.741, 7.758, 2.611)
Cl (-6.722, 7.004, 5.199)
Cl (-5.074, 8.531, 3.399)
Ca (-3.919, -0.995, -2.348)
C (0.517, -7.308, 4.945)
Br (-0.103, -8.573, 3.636)
Br (2.407, -7.022, 4.823)
Br (-0.465, -5.648, 4.828)
H (0.313, -7.728, 5.919)
O (-1.183, 8.302, 4.798)
H (-1.219, 8.557, 3.870)
O (-0.005, -4.766, 8.163)
H (-0.438, -5.369, 8.774)
H (-0.309, -5.036, 7.288)

Values from the calculation:
- Calculated total energy: -377434.945 eV
- Total charge: +1
- Gap between HOMO and LUMO: 1.050 eV
- Molar mass: 1251.63 g mol⁻¹

---

Below is a structure of composition C18H24CaN6O6Se, with properties calculated with ωB97M-V/def2-TZVPD.

Element x y z (Å)
Ca (0.598, -0.126, 0.802)
C (-3.521, 2.018, 2.770)
N (-2.736, 2.129, 1.546)
C (-2.279, 3.476, 1.227)
C (-2.128, 1.081, 0.993)
O (-1.266, 1.182, 0.107)
C (-2.548, -0.312, 1.467)
O (-1.553, -1.256, 1.123)
C (-1.885, -2.284, 0.211)
C (-0.901, -2.290, -0.961)
O (-0.118, -1.349, -1.121)
N (-0.961, -3.345, -1.775)
C (0.093, -3.559, -2.756)
C (-1.869, -4.460, -1.553)
H (-4.092, 2.936, 2.887)
H (-2.855, 1.903, 3.628)
H (-4.230, 1.194, 2.718)
H (-3.141, 4.107, 1.006)
H (-1.626, 3.436, 0.361)
H (-1.727, 3.873, 2.079)
H (-3.513, -0.562, 1.016)
H (-2.647, -0.317, 2.550)
H (-2.901, -2.154, -0.173)
H (-1.821, -3.244, 0.728)
H (0.757, -2.701, -2.759)
H (-0.341, -3.692, -3.748)
H (0.659, -4.451, -2.481)
H (-2.868, -4.111, -1.296)
H (-1.489, -5.116, -0.766)
H (-1.945, -5.021, -2.482)
N (2.325, 1.517, 1.830)
C (1.876, 1.827, 3.208)
C (0.339, 1.793, 3.247)
O (-0.276, 2.775, 3.658)
O (-0.164, 0.706, 2.803)
H (3.305, 1.259, 1.839)
H (2.248, 2.358, 1.266)
H (2.230, 2.791, 3.574)
H (2.247, 1.038, 3.863)
Se (0.807, -5.058, 0.987)
C (1.323, -3.358, 1.188)
N (1.662, -2.248, 1.312)
O (3.915, -1.447, -1.168)
C (4.315, -1.307, -0.126)
N (5.819, 2.385, -3.047)
C (4.703, 2.153, -2.909)
C (3.307, 1.865, -2.734)
C (2.415, 1.916, -3.800)
C (1.087, 1.628, -3.553)
C (0.698, 1.293, -2.265)
N (1.551, 1.237, -1.236)
C (2.826, 1.523, -1.476)
H (2.765, 2.175, -4.790)
H (0.354, 1.657, -4.345)
H (-0.331, 1.057, -2.034)
H (3.510, 1.479, -0.637)

Values from the calculation:
- Calculated total energy: -124070.732 eV
- Energy relative to the best compared isomer or geometry (same formula, charge and spin): 8.15 kJ/mol
- Total charge: 0
- Gap between HOMO and LUMO: 7.099 eV
- Molar mass: 539.46 g mol⁻¹

---

Below is a structure of composition C18H24Cl3FHgN6O5, with properties calculated with ωB97M-V/def2-TZVPD.

Element x y z (Å)
Hg (0.441, -0.945, -1.080)
N (1.753, 0.044, 0.562)
C (2.773, 0.929, 0.012)
C (3.217, 0.592, -1.437)
N (2.065, 0.464, -2.320)
C (2.446, -0.136, -3.621)
C (2.739, -1.674, -3.602)
N (1.977, -2.266, -2.500)
C (1.402, 1.717, -2.616)
C (-0.164, 1.679, -2.653)
N (-0.738, 1.119, -1.392)
H (1.038, 0.561, 1.105)
H (2.197, -0.660, 1.196)
H (3.621, 0.960, 0.795)
H (2.425, 1.987, 0.042)
H (3.849, 1.493, -1.721)
H (3.899, -0.285, -1.517)
H (3.197, 0.450, -4.162)
H (1.487, 0.029, -4.130)
H (3.888, -1.769, -3.423)
H (2.605, -2.141, -4.597)
H (2.564, -2.869, -1.917)
H (1.216, -2.816, -2.886)
H (1.766, 2.107, -3.583)
H (1.610, 2.402, -1.753)
H (-0.507, 0.958, -3.488)
H (-0.557, 2.737, -2.798)
H (-1.720, 1.075, -1.363)
H (-0.378, 1.567, -0.576)
Cl (-5.376, -5.951, -0.903)
C (-4.021, -4.977, -1.245)
C (-3.946, -3.686, -0.656)
C (-2.734, -2.952, -0.873)
Cl (-2.529, -1.466, -0.133)
C (-1.593, -3.500, -1.593)
O (-0.553, -2.789, -1.911)
C (-1.749, -4.805, -2.136)
Cl (-0.505, -5.531, -3.088)
C (-2.956, -5.430, -2.000)
H (-4.861, -3.174, -0.282)
H (-3.165, -6.380, -2.519)
F (1.941, 1.688, 5.569)
C (0.689, 2.026, 5.346)
C (0.162, 2.374, 4.161)
N (-1.219, 2.664, 4.080)
C (-2.013, 2.671, 2.796)
C (-1.457, 1.750, 1.639)
O (-2.206, 0.844, 1.228)
O (-0.284, 2.138, 1.217)
C (-1.878, 3.309, 5.114)
O (-2.976, 3.861, 5.093)
N (-1.103, 3.240, 6.310)
C (-0.109, 2.376, 6.600)
O (0.222, 2.041, 7.741)
H (0.749, 2.522, 3.242)
H (-2.120, 3.736, 2.427)
H (-3.005, 2.350, 3.106)
H (-1.516, 3.737, 7.093)

Values from the calculation:
- Calculated total energy: -82692.923 eV
- Energy relative to the best compared isomer or geometry (same formula, charge and spin): 0.00 kJ/mol
- Total charge: -1
- Gap between HOMO and LUMO (spin up / spin down): 3.765 / 6.848 eV
- Molar mass: 730.37 g mol⁻¹
- 2S+1: 2

---

Below is the molecule C18H24ClNO5S, with properties calculated with ωB97M-V/def2-TZVPD.

Element x y z (Å)
C (1.170, 2.995, -0.453)
C (1.269, 1.739, -1.304)
O (0.331, 0.746, -0.880)
C (0.676, -0.005, 0.159)
O (1.714, 0.086, 0.761)
C (-0.405, -1.037, 0.487)
C (0.048, -2.434, 0.036)
S (1.508, -3.031, 0.944)
C (2.713, -3.221, -0.425)
C (2.969, -1.870, -1.043)
O (2.306, -1.498, -1.993)
C (4.025, -1.031, -0.447)
C (4.593, -0.036, -1.245)
C (5.568, 0.801, -0.746)
C (5.971, 0.655, 0.574)
Cl (7.182, 1.702, 1.213)
C (5.410, -0.320, 1.387)
C (4.445, -1.165, 0.876)
N (-1.667, -0.723, -0.129)
C (-2.723, -0.264, 0.600)
O (-2.759, -0.271, 1.805)
O (-3.689, 0.143, -0.235)
C (-4.959, 0.614, 0.283)
C (-4.749, 1.860, 1.143)
C (-5.649, -0.492, 1.079)
C (-5.764, 0.957, -0.971)
H (1.848, 3.751, -0.840)
H (0.155, 3.385, -0.470)
H (1.445, 2.769, 0.575)
H (1.008, 1.940, -2.345)
H (2.277, 1.317, -1.246)
H (-0.563, -1.035, 1.572)
H (0.295, -2.426, -1.025)
H (-0.760, -3.142, 0.223)
H (3.603, -3.657, 0.021)
H (2.279, -3.901, -1.158)
H (4.261, 0.059, -2.269)
H (6.011, 1.565, -1.366)
H (5.724, -0.409, 2.415)
H (3.988, -1.896, 1.523)
H (-1.675, -0.546, -1.121)
H (-4.163, 1.613, 2.023)
H (-5.711, 2.254, 1.457)
H (-4.223, 2.623, 0.573)
H (-6.637, -0.160, 1.386)
H (-5.067, -0.737, 1.963)
H (-5.752, -1.385, 0.466)
H (-6.746, 1.328, -0.691)
H (-5.248, 1.718, -1.549)
H (-5.882, 0.072, -1.591)

Values from the calculation:
- Calculated total energy: -54142.373 eV
- Energy relative to the best compared isomer or geometry (same formula, charge and spin): 9.48 kJ/mol
- Total charge: 0
- Gap between HOMO and LUMO: 8.682 eV
- Molar mass: 401.91 g mol⁻¹